Formula: C4H11NO
Source: OMol25
Level of theory: ωB97M-V/def2-TZVPD

The calculation puts the molecular weight at 89.14 g/mol. As for the relative energy (zero: lowest compared OMol25 entry of this formula, charge and spin): 35.75 kcal per mole. As for the HOMO energy: -8.9 eV. Its SMILES is C[C@H](N)CCO. As for the LUMO energy: 0.0341 Ha. The total energy comes out at -288.9600 a.u. As for the charge: 0. Its orbital gap is 9.8 eV.

Positions of all 17 atoms, in Å:
C 1.49676 -0.31665 1.05778
C 0.24418 -0.85657 0.40183
C -0.87205 0.22355 0.32448
C -0.67825 1.42994 -0.57110
O -1.82733 1.84547 -1.28235
N 0.51788 -1.68191 -0.76668
H 1.69387 0.69574 0.71156
H 2.47225 -0.78863 0.90740
H 1.29238 -0.30616 2.13176
H -0.21770 -1.57243 1.11460
H -1.81238 -0.23441 -0.03393
H -1.10301 0.24702 1.39443
H -0.32125 2.30173 -0.02108
H 0.10761 1.20292 -1.29954
H -2.40610 1.11963 -1.46667
H -0.07814 -1.62872 -1.57904
H 1.49128 -1.68052 -1.02345

***

Formula: C49H40BrN11O7P2SeTi
Source: OMol25
Level of theory: ωB97M-V/def2-TZVPD

The calculation puts the molecular weight at 1163.61 g/mol. As for the HOMO energy: -11.9 eV. As for the LUMO energy: -0.2476 Ha. The total energy comes out at -9527.1913 a.u. As for the charge: +2. Its orbital gap is 5.2 eV.

Positions of all 112 atoms, in Å:
Ti 0.20851 -0.15944 0.40688
C 0.20688 -2.67667 2.58641
P 0.37651 -0.88656 2.96946
C -0.60765 -0.69524 4.50150
C -1.99660 -0.84363 4.51163
C -2.70899 -0.77678 5.69891
C -2.04298 -0.55764 6.89704
C -0.66449 -0.42054 6.90019
C 0.05418 -0.48690 5.71338
C 2.06067 -0.52945 3.52005
C 2.44898 0.80935 3.58027
C 3.73481 1.14484 3.98341
C 4.63693 0.14254 4.31955
C 4.25001 -1.19138 4.26848
C 2.96317 -1.52834 3.87231
C -0.74488 -2.82675 1.43299
C -1.55542 -3.85160 1.06815
C -2.23265 -3.47165 -0.14198
C -1.81179 -2.23102 -0.48485
C -2.13824 -1.32982 -1.64378
P -1.98107 0.33969 -0.88637
C -3.52698 0.26054 0.06453
C -3.53407 -0.18324 1.37241
C -4.72993 -0.39749 2.04336
C -5.93019 -0.16874 1.38968
C -5.93038 0.26889 0.06946
C -4.73532 0.48130 -0.59848
C -2.21010 1.70073 -2.01605
C -1.62742 1.66349 -3.24865
C -1.52321 3.99353 -3.96906
C -1.87416 4.69716 -2.89843
C -2.64013 4.18976 -1.76983
C -2.81938 2.91179 -1.41516
N -0.89768 -1.77634 0.50307
H -0.17756 -3.19752 3.46194
H 1.19422 -3.07363 2.35151
H -2.53465 -1.05689 3.60610
H -3.78368 -0.90651 5.69012
H -2.59670 -0.50269 7.82519
H -0.13627 -0.26129 7.83109
H 1.12797 -0.37563 5.74661
H 1.74841 1.59558 3.31822
H 4.03084 2.18517 4.03475
H 5.64097 0.40050 4.63091
H 4.94631 -1.97195 4.54665
H 2.67257 -2.57107 3.85039
H -1.66884 -4.78577 1.59745
H -2.95052 -4.06520 -0.68849
H -3.15723 -1.48517 -1.99394
H -1.46155 -1.48604 -2.48169
H -2.59142 -0.39833 1.84378
H -4.72831 -0.75640 3.06528
H -6.86805 -0.34063 1.90131
H -6.86686 0.44374 -0.44341
H -4.74425 0.82355 -1.62685
H -0.39136 0.02826 -3.00420
H -0.98711 4.45352 -4.79174
H -1.59996 5.74409 -2.90087
H -3.11048 4.93741 -1.14014
H -3.43029 2.74410 -0.53833
O -1.32836 5.57016 2.91699
C -1.09450 4.36299 2.40485
C -1.52327 3.17128 2.98415
C -1.21552 1.99576 2.35447
N -0.51726 1.90725 1.19963
C -0.14241 3.07830 0.65254
Br 0.73066 3.06554 -1.01357
C -0.38987 4.30795 1.20902
H -1.82557 5.51912 3.74454
H -2.08372 3.15428 3.91038
H -1.54482 1.07023 2.79454
H -0.06372 5.21544 0.72253
O 2.10873 -1.36911 0.82961
C 2.67577 -0.26896 0.69034
O 1.88354 0.76339 0.57629
C 4.12770 -0.10740 0.64821
C 4.68088 1.16646 0.60767
C 6.05217 1.27120 0.58545
C 6.88985 0.17323 0.59535
C 6.29274 -1.06968 0.64463
C 4.92823 -1.24269 0.67608
N 7.15496 -2.27693 0.67169
O 6.59777 -3.34168 0.82421
O 8.34202 -2.10677 0.54170
N 6.66026 2.62241 0.55460
O 7.85309 2.68252 0.38181
O 5.91559 3.56229 0.72786
H 4.06453 2.05485 0.60200
H 7.96495 0.28008 0.56563
H 4.50635 -2.23680 0.72459
N -2.85592 2.57904 -6.31470
N -1.68423 2.31990 -5.60262
N -1.06040 1.15166 -5.94783
C -0.57955 0.43194 -5.02300
N -0.78331 0.67842 -3.66616
N -1.83834 2.64509 -4.21794
H -2.63377 3.19898 -7.08203
H -3.26989 1.72161 -6.66358
H -0.02582 -0.46193 -5.27923
Se 0.91034 -2.85286 -1.44288
N 1.00067 -1.03199 -1.53265
C 2.04638 -0.75588 -2.34276
C 2.55112 0.53506 -2.65953
C 3.60260 0.63747 -3.51636
C 4.21829 -0.50427 -4.12211
C 3.77895 -1.75205 -3.84159
C 2.69076 -1.90344 -2.92746
N 2.21275 -3.08615 -2.56052
H 2.11614 1.41080 -2.22020
H 3.98882 1.62186 -3.75186
H 5.04087 -0.35951 -4.80965
H 4.21904 -2.63623 -4.28305

***

Formula: C4H12N2O
Source: OMol25
Level of theory: ωB97M-V/def2-TZVPD

The calculation puts the molecular weight at 104.15 g/mol. As for the relative energy (zero: lowest compared OMol25 entry of this formula, charge and spin): 34.13 kcal per mole. As for the HOMO energy: -8.7 eV. Its SMILES is [H]/N=C(/C)O.CNC. As for the LUMO energy: 0.0242 Ha. The total energy comes out at -344.3306 a.u. As for the charge: 0. Its orbital gap is 9.4 eV.

Positions of all 19 atoms, in Å:
C 1.39367 -1.44244 1.15074
C 2.43380 0.45784 0.11387
N 1.37471 0.00465 1.00802
H 0.48419 0.30586 0.60699
H 3.42234 0.22477 0.52068
H 0.55891 -1.75748 1.78483
H 2.31839 -1.78154 1.62785
H 1.28491 -1.94552 0.18412
H 2.36894 1.54421 -0.00272
H 2.33813 0.00889 -0.88043
C -2.59273 1.53566 -0.71106
C -1.81873 0.26624 -0.70489
O -2.32336 -0.70462 0.05735
N -0.74552 0.08369 -1.38256
H -1.77915 -1.50408 0.03886
H -0.36875 -0.85643 -1.26750
H -1.90621 2.38464 -0.64833
H -3.27534 1.57386 0.14200
H -3.16819 1.60183 -1.63782

***

Formula: C3H9O2P2
Source: OMol25
Level of theory: ωB97M-V/def2-TZVPD

The calculation puts the molecular weight at 139.05 g/mol. As for the relative energy (zero: lowest compared OMol25 entry of this formula, charge and spin): 53.04 kcal per mole. As for the HOMO energy: -3.0 eV. As for the LUMO energy: 0.1412 Ha. The total energy comes out at -952.9001 a.u. As for the charge: -1. Its orbital gap is 6.8 eV.

Positions of all 16 atoms, in Å:
C -2.17026 -1.78426 0.66600
C 1.78242 2.68219 -1.09255
C -2.89740 -2.72947 0.15452
O -0.25325 1.20004 -0.05664
O 1.76605 1.42950 1.52821
P 1.84368 -0.83676 -0.41488
P 1.23010 1.07522 -0.03246
H -1.11988 -1.55475 0.75958
H 2.62695 0.84029 1.66042
H -2.62971 -1.32400 1.61969
H 1.78389 3.47696 -0.34403
H 2.81997 2.48956 -1.50524
H 1.09632 2.65183 -1.87585
H -3.89281 -2.86918 0.47753
H -2.67280 -3.53891 -0.56812
H 0.68672 -1.20827 -0.97619

***

Formula: C2H4INO
Source: OMol25
Level of theory: ωB97M-V/def2-TZVPD

The calculation puts the molecular weight at 184.96 g/mol. As for the relative energy (zero: lowest compared OMol25 entry of this formula, charge and spin): 21.01 kcal per mole. As for the HOMO energy: -9.9 eV. Its SMILES is [H]/N=C(\I)CO. As for the LUMO energy: 0.0091 Ha. The total energy comes out at -506.2407 a.u. As for the charge: 0. Its orbital gap is 10.1 eV.

Positions of all 9 atoms, in Å:
C -0.23432 -0.62445 -0.61707
C 0.34501 0.19652 0.44277
N 0.36288 -0.67597 -1.80511
O -0.29669 0.26786 1.60819
I -1.95959 -1.77135 -0.12664
H 0.46445 1.19858 -0.20875
H 1.32034 -0.10716 0.54328
H 0.01633 -1.33252 -2.46757
H -1.23914 0.11874 1.31893